(1)
{"formula": "C3H6NS", "method": "ωB97M-V/def2-TZVPD", "species": ["C", "C", "C", "N", "S", "H", "H", "H", "H", "H", "H"], "coordinates": [[-2.281, -1.177, 0.208], [-2.351, -0.360, -0.890], [-2.063, -0.193, 1.247], [0.743, 0.747, -0.713], [-2.151, 1.178, 0.223], [-2.247, -2.208, 0.373], [-2.378, -0.423, -1.996], [-1.720, -0.045, 2.276], [0.636, 0.436, -1.697], [1.694, 0.454, -0.447], [0.762, 1.759, -0.572]], "charge": 1, "homo_energy_ev": [-14.1, -14.1], "relative_energy_kj_mol": 183.1, "homo_lumo_gap_ev": [6.62, 6.98]}



(2)
{"formula": "C3H6NS", "method": "ωB97M-V/def2-TZVPD", "species": ["C", "C", "C", "N", "S", "H", "H", "H", "H", "H", "H"], "coordinates": [[-1.414, -0.028, 0.106], [0.518, 1.223, 0.143], [-0.234, -0.990, 0.280], [0.814, -0.128, -0.352], [-2.979, 0.115, -0.065], [0.718, 1.920, -0.549], [0.822, 1.379, 1.149], [-0.024, -1.273, 1.283], [-0.548, -1.832, -0.415], [0.508, -0.150, -1.380], [1.818, -0.236, -0.201]], "charge": 1, "homo_energy_ev": [-12.9, -12.9], "relative_energy_kj_mol": 228.9, "homo_lumo_gap_ev": [7.58, 7.57]}



(3)
{"formula": "C3H6O", "method": "ωB97M-V/def2-TZVPD", "species": ["C", "C", "C", "O", "H", "H", "H", "H", "H", "H"], "coordinates": [[-0.765, 0.360, -0.208], [-1.172, -0.429, 0.754], [1.681, 0.622, -0.561], [2.445, -0.316, 0.062], [-1.150, 1.333, -0.430], [0.109, -0.021, -0.871], [-1.892, -0.048, 1.473], [-0.910, -1.434, 0.918], [1.209, 1.331, 0.146], [2.967, -0.641, -0.700]], "homo_energy_ev": -8.5, "relative_energy_kj_mol": 461.7, "homo_lumo_gap_ev": 9.10}



no.,electronic energy (a.u.)
1,-570.44823
2,-570.43078
3,-192.96737